{"formula": "C5H9N3O3S", "method": "ωB97M-V with the def2-TZVPD basis set", "species": ["C", "C", "C", "C", "C", "N", "N", "N", "O", "O", "O", "S", "H", "H", "H", "H", "H", "H", "H", "H", "H"], "coordinates": [[1.6519, 1.2011, 1.0401], [1.8144, -0.8472, -0.1156], [0.2402, 1.6800, 0.6283], [-0.4906, 0.8386, -0.3863], [-1.2324, -2.0411, 0.4464], [2.2829, 0.2247, 0.6237], [1.4991, -0.5769, -1.3733], [-0.6500, 1.3347, -1.6484], [1.7553, -1.9267, 0.4834], [-2.7399, -0.0050, -0.7006], [-1.9159, 0.2050, 1.6031], [-1.7524, -0.3046, 0.2692], [2.1010, 1.8224, 1.7336], [-0.3475, 1.6426, 1.4642], [0.3933, 2.7684, 0.2479], [-1.6988, -2.4541, 1.3684], [-1.3876, -2.5085, -0.5028], [-0.0697, -2.0832, 0.5678], [1.2975, -1.4545, -1.7084], [0.1784, 1.8781, -1.7837], [-0.9292, 0.6060, -2.2569]], "total_charge": 0, "spin_multiplicity": 3, "lumo_ev": [0.61, -3.38], "de_lowest_kj_mol": 23.3, "homo_lumo_gap_ev": [7.873, 6.718], "e_homo_ev": [-7.27, -10.10]}

=====

{"formula": "BrClN2O2", "method": "ωB97M-V with the def2-TZVPD basis set", "species": ["O", "N", "O", "N", "Cl", "Br"], "coordinates": [[-1.6749, 0.3115, -0.3065], [-0.7133, -0.3506, -0.0318], [-0.6327, -1.5373, 0.0132], [0.4610, 0.3278, 0.2620], [0.6635, 2.0370, -0.2453], [1.8964, -0.7884, 0.3084]], "smiles": "O=[N+]([O-])N(Cl)Br", "total_charge": 0, "spin_multiplicity": 1, "lumo_ev": -1.45, "de_lowest_kj_mol": 8.0, "homo_lumo_gap_ev": 8.983, "e_homo_ev": -10.43}

=====

{"formula": "C4H6O2", "method": "ωB97M-V with the def2-TZVPD basis set", "species": ["C", "C", "O", "C", "C", "O", "H", "H", "H", "H", "H", "H"], "coordinates": [[-0.2622, 1.3677, 0.2885], [-0.6737, -0.0623, 0.1861], [-1.7301, -0.4622, -0.2930], [0.3331, -0.9804, 0.6709], [0.6136, -0.8090, -1.1989], [1.4726, -0.0581, -1.5350], [0.7871, 1.5297, 0.0098], [-0.3773, 1.6097, 1.3487], [-0.9430, 1.9284, -0.3368], [1.2824, -0.5952, 1.0415], [-0.1156, -1.6823, 1.4129], [-0.1167, -1.2358, -1.9205]], "total_charge": 0, "spin_multiplicity": 1, "lumo_ev": -0.01, "de_lowest_kj_mol": 285.3, "homo_lumo_gap_ev": 9.621, "e_homo_ev": -9.63}

=====

{"formula": "C9H23Cl2NO8S2", "method": "ωB97M-V with the def2-TZVPD basis set", "species": ["C", "C", "O", "S", "C", "O", "O", "H", "H", "H", "H", "H", "H", "H", "H", "C", "C", "O", "S", "C", "O", "O", "H", "H", "H", "H", "H", "H", "H", "H", "C", "N", "O", "O", "H", "H", "H", "Cl", "C", "C", "Cl", "H", "H", "H", "H"], "coordinates": [[1.0312, -1.0454, -1.7961], [0.9669, -1.5264, -3.2400], [1.1824, -0.3927, -4.1075], [1.0353, -0.6670, -5.7591], [2.7905, -1.1067, -6.0968], [0.1629, -1.8339, -5.9808], [0.7136, 0.6105, -6.5077], [1.5263, -1.7068, -1.0851], [0.0130, -0.8978, -1.4360], [1.3847, -0.0165, -1.7294], [1.8294, -2.1399, -3.5000], [0.0336, -2.0408, -3.4691], [2.9732, -1.5843, -7.0594], [3.0991, -1.8881, -5.4023], [3.3850, -0.2032, -5.9614], [0.3042, 1.3751, 0.7271], [-0.9949, 1.8501, 1.3849], [-0.8598, 3.0478, 2.1373], [-2.2216, 3.9990, 2.5043], [-2.5184, 4.6441, 0.7451], [-3.3971, 3.1145, 2.7993], [-1.7682, 5.0709, 3.3663], [1.0754, 1.9481, 1.2419], [0.4805, 1.5180, -0.3390], [0.6529, 0.3609, 0.9220], [-1.8491, 1.9092, 0.7105], [-1.3288, 1.1758, 2.1736], [-3.2586, 3.9042, 0.4404], [-1.6460, 4.7080, 0.0948], [-3.0709, 5.5837, 0.7422], [-2.8896, -3.2832, 2.2982], [-2.6509, -1.8061, 2.5754], [-1.5585, -1.5227, 3.1004], [-3.5668, -1.0022, 2.4293], [-3.8106, -3.4385, 1.7362], [-3.0106, -3.7531, 3.2742], [-2.1058, -3.6399, 1.6300], [2.3900, -2.2572, 1.4932], [2.4093, -1.9258, 3.2534], [1.9094, -0.5072, 3.6001], [3.0540, 0.7593, 2.9853], [3.4373, -2.0505, 3.5936], [1.8538, -2.7358, 3.7261], [1.8650, -0.2783, 4.6649], [0.9474, -0.3294, 3.1196]], "smiles": "CCOS(C)(=O)=O.CCOS(C)(=O)=O.C[N+](=O)[O-].ClCCCl", "total_charge": 0, "spin_multiplicity": 1, "lumo_ev": -0.29, "homo_lumo_gap_ev": 10.428, "e_homo_ev": -10.72}

=====

{"formula": "C4H28NO10S", "method": "ωB97M-V with the def2-TZVPD basis set", "species": ["C", "O", "C", "C", "C", "S", "N", "H", "H", "H", "H", "H", "H", "H", "H", "H", "H", "H", "H", "O", "H", "H", "O", "H", "H", "O", "H", "H", "O", "H", "H", "O", "H", "H", "O", "H", "H", "O", "H", "H", "O", "H", "H", "O"], "coordinates": [[-0.6300, -0.4599, -0.7545], [0.6813, -0.9464, -0.5627], [-0.6794, 1.0638, -0.3575], [-1.7321, 1.4595, 0.6996], [-2.4856, 2.7223, 0.3070], [-3.9732, 2.3105, -0.7654], [0.6162, 1.4958, 0.2272], [-0.7907, -0.4767, -1.8383], [-1.2390, -1.1540, -0.1868], [-0.8505, 1.7579, -1.1669], [-2.4665, 0.7062, 0.9116], [-1.2068, 1.7479, 1.6154], [-1.9222, 3.4787, -0.2253], [-2.9327, 3.2148, 1.1560], [-4.1553, 1.0563, -0.3372], [0.7385, 0.9319, 1.0613], [1.3447, 1.1654, -0.3976], [1.1214, -1.9840, 0.3323], [2.3647, -2.7002, 0.5189], [1.4632, -2.8202, 0.8611], [0.2315, -0.9182, 2.0056], [0.5977, -2.2659, 2.3669], [0.1204, -1.5025, 2.7700], [3.2611, -0.1794, 0.4147], [3.5158, -0.6190, -0.9712], [3.8774, -0.7256, -0.0898], [0.4809, -3.6701, -2.3915], [0.6169, -3.4489, -0.9807], [0.0801, -4.0142, -1.5796], [-0.9631, -0.1241, 4.6062], [-0.2339, 0.5502, 3.5242], [-0.6461, 0.7454, 4.3694], [1.0878, 1.9601, -2.7798], [-0.2836, 2.5513, -2.6259], [0.3829, 2.3904, -3.2715], [2.0770, 3.7142, 1.4910], [0.8683, 3.3506, 0.6960], [1.4340, 4.1174, 0.9054], [1.7531, -1.2953, -1.6766], [2.3517, -2.3103, -2.7059], [2.4340, -1.4151, -2.3921], [-1.9792, -2.5603, -0.5005], [-1.7877, -3.7033, -1.3205], [-2.5431, -3.1970, -0.9622]], "total_charge": -1, "spin_multiplicity": 1, "lumo_ev": 2.72, "de_lowest_kj_mol": 225.5, "homo_lumo_gap_ev": 9.112, "e_homo_ev": -6.40}

=====

{"formula": "C5H10N2O2", "method": "ωB97M-V with the def2-TZVPD basis set", "species": ["C", "C", "C", "N", "C", "C", "N", "O", "O", "H", "H", "H", "H", "H", "H", "H", "H", "H", "H"], "coordinates": [[1.3349, -0.2348, 2.4517], [0.8892, -0.8642, 1.3815], [-0.3625, -0.9119, 0.5889], [-0.3542, 0.3844, -0.3437], [0.6575, 0.1958, -1.3617], [-1.6574, 0.6132, -0.9272], [-0.4994, -2.1311, -0.3255], [-1.6185, -2.3655, -0.5590], [0.4553, -2.6324, -0.8048], [2.3290, -0.3885, 2.7967], [0.7450, 0.5456, 2.8185], [1.6312, -1.6980, 0.9859], [-1.1396, -0.7804, 1.2521], [1.2294, 1.2004, -1.3414], [1.3831, -0.5724, -1.2956], [0.0660, -0.0469, -2.2722], [-2.4078, 0.5935, -0.0037], [-1.8741, 1.5370, -1.4068], [-2.0980, -0.1456, -1.7326]], "smiles": "C=C[C@@H](N(C)C)[N+](=O)[O-]", "total_charge": 0, "spin_multiplicity": 1, "lumo_ev": 0.54, "de_lowest_kj_mol": 663.7, "homo_lumo_gap_ev": 9.963, "e_homo_ev": -9.42}

=====

{"formula": "C14H15NO6", "method": "ωB97M-V with the def2-TZVPD basis set", "species": ["C", "C", "C", "C", "O", "O", "C", "C", "C", "C", "C", "C", "C", "O", "C", "O", "C", "H", "H", "H", "H", "H", "N", "O", "O", "H", "H", "H", "H", "C", "H", "H", "H", "H", "H", "H"], "coordinates": [[2.0104, -2.7328, 3.5185], [1.1661, -1.5584, 2.8265], [1.7340, -0.6659, 1.9464], [1.0170, 0.4217, 1.4577], [-0.0798, 0.7803, 1.6426], [1.8372, 1.1155, 0.8336], [1.1646, 2.1185, 0.1905], [0.1577, 1.8215, -0.8330], [-0.9621, 2.5923, -0.8475], [-2.2156, 2.2528, -1.5547], [-2.1671, 0.8166, -2.3476], [-0.9519, 0.1055, -2.2498], [0.0784, 0.7583, -1.4213], [1.1315, -0.2524, -1.5715], [1.2536, -1.2259, -2.3846], [-0.1079, -2.0796, -2.2700], [-1.1867, -1.0936, -2.7597], [-2.0692, -1.7623, -2.5888], [-0.9810, -1.0418, -4.1294], [1.8571, -2.0924, -1.9813], [1.5083, -0.9265, -3.3812], [-3.1487, 0.4771, -2.7260], [-3.3583, 2.9541, -1.6785], [-3.3563, 3.9631, -0.9904], [-4.0898, 2.7040, -2.4245], [-1.1387, 3.5536, -0.3603], [2.0164, 2.6546, -0.5403], [1.0166, 2.9252, 0.5323], [2.8053, -0.7868, 2.0033], [-0.2811, -1.7032, 3.2604], [-0.3667, -2.5526, 3.8128], [-0.6647, -1.7674, 2.3207], [-0.5541, -0.7822, 3.6203], [1.7518, -3.6161, 3.3297], [2.0431, -2.6352, 4.6818], [3.1304, -2.7395, 3.0632]], "total_charge": 0, "spin_multiplicity": 1, "lumo_ev": -0.60, "de_lowest_kj_mol": 1610.4, "homo_lumo_gap_ev": 8.563, "e_homo_ev": -9.16}

=====

{"formula": "C19H35BrIrN2O4SSi", "method": "ωB97M-V with the def2-TZVPD basis set", "species": ["Ir", "C", "C", "O", "C", "C", "O", "C", "C", "O", "C", "C", "O", "H", "H", "H", "H", "H", "H", "H", "H", "H", "H", "H", "H", "H", "H", "H", "H", "C", "Si", "C", "C", "C", "H", "H", "H", "H", "H", "H", "H", "H", "H", "H", "H", "N", "C", "S", "N", "C", "C", "C", "C", "C", "C", "H", "H", "H", "H", "H", "H", "H", "H", "Br"], "coordinates": [[-0.1580, 1.1435, -0.2493], [-0.2143, 4.3953, -0.7109], [-1.4071, 3.9579, 0.1043], [-1.8376, 2.6391, -0.3097], [-2.6790, 2.6726, -1.4804], [-2.9529, 1.2464, -1.8532], [-1.7072, 0.5797, -2.0931], [-1.2579, 0.6544, -3.4506], [0.2246, 0.4107, -3.3911], [0.7864, 1.3063, -2.4221], [1.1355, 2.6131, -2.9041], [1.7068, 3.3499, -1.7193], [0.7457, 3.3331, -0.6589], [0.2182, 5.3025, -0.2843], [-0.4900, 4.5999, -1.7490], [-2.2390, 4.6526, -0.0112], [-1.1581, 3.8747, 1.1573], [-2.1663, 3.2069, -2.2860], [-3.6003, 3.2021, -1.2317], [-3.5993, 1.1776, -2.7291], [-3.4318, 0.7277, -1.0297], [-1.4823, 1.6395, -3.8699], [-1.7647, -0.1058, -4.0480], [0.7036, 0.5550, -4.3597], [0.4426, -0.5935, -3.0278], [0.2505, 3.1152, -3.3063], [1.8782, 2.5132, -3.6978], [1.9757, 4.3740, -1.9811], [2.5893, 2.8372, -1.3389], [-3.9453, -1.5678, -0.2736], [-2.7581, -0.9401, 1.0435], [-3.4422, 0.5691, 1.9068], [-2.4560, -2.3011, 2.2855], [-1.0054, -0.6946, 0.2830], [-4.3657, -2.5172, 0.0641], [-3.4624, -1.7583, -1.2343], [-4.7916, -0.8994, -0.4429], [-4.4467, 0.3419, 2.2718], [-3.5170, 1.4444, 1.2597], [-2.8389, 0.8473, 2.7713], [-3.3952, -2.6144, 2.7465], [-1.7892, -1.9779, 3.0881], [-2.0205, -3.1820, 1.8077], [-0.3453, -1.1556, 1.0158], [-0.9037, -1.2954, -0.6251], [1.7917, -1.1386, 2.1527], [2.2328, -1.1777, 0.9116], [1.8244, -0.0537, -0.3655], [3.1155, -2.0966, 0.5468], [3.7533, -3.0203, 1.4526], [2.9937, -4.0041, 2.0708], [3.6173, -4.8906, 2.9371], [4.9839, -4.7988, 3.1608], [5.7339, -3.8202, 2.5223], [5.1194, -2.9189, 1.6666], [1.2542, -0.3454, 2.4721], [2.1603, -1.7955, 2.8290], [3.4176, -2.0918, -0.4172], [1.9351, -4.0944, 1.8569], [3.0368, -5.6633, 3.4222], [5.4677, -5.4972, 3.8296], [6.7996, -3.7547, 2.6925], [5.6930, -2.1450, 1.1727], [0.0418, 1.6271, 2.0501]], "total_charge": 2, "spin_multiplicity": 2, "lumo_ev": [-7.01, -8.03], "de_lowest_kj_mol": 0.0, "homo_lumo_gap_ev": [7.384, 6.359], "e_homo_ev": [-14.39, -14.38]}

=====

The following calculated total energy values (in hartree) correspond, in order, to the records above: -983.888413 -3293.990193 -306.397639 -2729.948658 -1374.589414 -456.301392 -1048.117326 -4520.940260.